Record 1
Below is a cluster of 9 separate species, C2H19O10 in total at a distorted geometry, with properties calculated with ωB97M-V with the def2-TZVPD basis set.

The geometry in XYZ format:
```
31
Properties=species:S:1:pos:R:3:forces:R:3:lowdin_charge:R:1
C -0.172 1.122 -0.873 -0.6483 -0.4376 0.2549 -0.04
C 0.521 0.285 0.210 -0.0375 -0.4394 0.0713 -0.82
O -0.122 -0.185 1.171 -1.3271 0.3086 0.6596 -0.09
O 1.734 0.112 0.054 1.7291 0.0673 -0.6202 -0.08
H 0.301 0.909 -1.832 0.1827 0.5906 0.0908 0.06
H -0.155 2.159 -0.539 0.3692 0.1950 -0.4330 0.06
H -1.229 0.879 -0.984 -0.1269 -0.2033 0.1797 0.05
O 4.272 1.414 -2.297 0.2701 -0.0591 -0.3493 -0.06
H 4.395 2.336 -2.072 -0.0384 0.1817 0.0459 0.02
H 3.966 1.007 -1.486 -0.4384 -0.2115 0.3783 0.02
O -0.746 2.115 3.591 -0.0907 0.2775 0.4607 -0.06
H -0.447 1.412 3.014 0.1521 -0.5557 -0.5130 0.00
H -0.941 2.842 3.000 -0.0255 0.0923 -0.1329 0.02
O 2.562 -1.340 -4.408 -0.1308 -0.0801 -0.3708 -0.06
H 2.448 -0.770 -3.648 -0.0125 0.2308 0.2886 0.02
H 3.294 -1.910 -4.173 0.1451 -0.1177 0.1273 0.03
O -6.498 1.454 -1.260 -0.1543 -0.0913 -0.1989 -0.05
H -5.734 1.635 -0.713 0.2749 -0.1394 0.2478 0.02
H -6.984 2.279 -1.275 -0.1278 0.1747 -0.0122 0.02
O 2.168 -1.022 4.556 0.2957 -0.0740 0.3271 -0.06
H 1.318 -1.351 4.849 -0.2056 -0.0378 -0.0125 0.03
H 1.987 -0.605 3.714 -0.1247 0.1184 -0.4434 0.02
O -2.993 -2.929 -0.910 -0.3130 -0.0679 -0.1139 -0.06
H -2.292 -2.312 -0.700 0.2496 0.2864 0.1351 0.02
H -2.586 -3.792 -0.829 0.1156 -0.1718 0.0269 0.03
O -3.783 0.751 1.607 -0.5614 0.1774 -0.0355 -0.06
H -3.273 1.416 1.144 0.3097 0.0373 -0.0362 0.02
H -3.153 0.059 1.804 0.3859 -0.1866 -0.0052 0.03
O 3.970 -3.009 -0.384 0.1483 -0.3629 -0.1747 -0.06
H 4.824 -2.584 -0.303 0.1533 0.1140 0.0331 0.02
H 3.350 -2.373 -0.026 -0.4184 0.3841 0.1246 0.02
```
Positions in Å, forces in eV/Å.

Its net charge is -1. The lowest unoccupied orbital energy comes out at 0.1018 Ha. Its HOMO-LUMO gap is 8.060 eV. The value obtained for the largest force on an atom is 0.0357 hartree/bohr. As for the HOMO energy: -5.290 eV.

=====

Record 2
Below is a structure of composition C34H38CoN4O2PS2 at a distorted geometry, with properties calculated with ωB97M-V with the def2-TZVPD basis set.

The geometry in XYZ format:
```
82
Properties=species:S:1:pos:R:3:forces:R:3:lowdin_charge:R:1
Co 1.372 0.243 -0.075 -0.5873 0.1736 -0.1576 0.78
C -3.858 3.580 -1.513 0.5561 -1.0782 -2.4538 -0.06
C -3.798 3.867 -0.066 -0.4888 2.5696 0.3276 -0.23
C -4.190 5.174 0.342 -0.8333 -0.3130 -0.4267 -0.03
C -4.079 5.556 1.657 0.2023 1.7423 1.0733 -0.09
C -3.560 4.699 2.604 -0.4103 0.2689 -0.0543 -0.09
C -3.238 3.452 2.223 0.5909 -1.4230 0.6262 -0.05
C -3.306 3.029 0.921 0.7423 -0.5262 -1.7657 -0.22
N -2.610 1.840 0.512 -0.3834 0.0365 0.2576 0.14
C -1.253 1.761 0.336 1.0642 -2.5808 -0.1208 -0.34
N -0.587 2.938 0.250 -0.1983 -0.8732 0.2398 0.15
C 0.787 3.255 0.015 -0.1337 0.3039 -0.0823 -0.22
C 1.762 2.305 -0.341 -0.0387 -1.0608 -0.1984 -0.12
C 3.042 2.778 -0.620 -0.4150 0.4111 -0.0595 -0.15
C 3.380 4.130 -0.451 1.4736 -1.0167 -0.4640 -0.13
C 2.422 5.035 -0.162 -2.7181 -0.1522 0.9338 -0.07
C 1.051 4.619 0.066 2.1137 1.1277 -1.0009 -0.21
C -0.009 5.691 0.250 -0.6633 -0.9865 -1.3709 -0.05
N -0.627 0.583 0.240 0.0016 2.7010 0.2915 0.06
C -1.071 -0.773 0.032 -0.0034 0.8295 -0.0001 -0.37
C -1.269 -1.606 1.305 -0.3984 -1.7468 -1.5327 -0.08
C -2.195 -2.880 1.239 0.8600 0.6903 -0.3712 -0.12
C -2.920 -3.193 -0.071 0.7266 -1.1198 -0.2767 -0.08
C -2.699 -2.344 -1.322 -0.2512 0.8395 -0.4026 -0.10
C -1.763 -1.090 -1.332 -1.0861 0.4442 1.8858 -0.32
C -2.139 0.068 -2.219 -1.4045 -0.9273 -0.3677 -0.02
H -2.824 3.378 -1.981 -1.4754 -0.6657 0.9852 0.11
H -4.139 4.392 -2.211 -0.3027 0.2620 1.1220 0.08
H -4.647 2.796 -1.726 1.3595 0.3422 0.0654 0.10
H -4.675 5.872 -0.374 0.6497 -0.6160 0.3895 0.12
H -4.288 6.570 2.051 -0.1937 -0.5326 -0.8741 0.12
H -3.366 4.913 3.630 -0.2530 0.7290 0.5102 0.10
H -2.878 2.798 2.989 0.4016 -0.5780 0.0652 0.12
H -3.098 0.972 0.416 -0.1392 -0.2621 0.0940 0.14
H -1.200 3.701 0.431 -0.0471 0.6926 0.0363 0.08
H 3.761 2.092 -1.069 -0.0823 0.3115 0.4500 0.05
H 4.420 4.470 -0.544 -0.4128 -0.1865 -0.2035 0.10
H 2.691 6.067 -0.047 -0.1027 0.4616 -0.0089 0.09
H 0.396 6.682 -0.016 -0.2051 -0.3942 0.7136 0.08
H -0.377 5.548 1.270 -0.3270 0.8403 -0.0578 0.08
H -0.874 5.526 -0.503 1.1213 0.1786 1.2433 0.10
H -1.370 -0.969 2.122 0.0590 0.7022 1.8723 0.11
H -2.793 -3.085 2.100 -0.2184 -0.1175 0.7062 0.12
H -3.887 -3.672 0.029 -0.2721 0.1781 0.0142 0.14
H -3.621 -2.233 -1.883 0.0288 -0.0730 -0.4868 0.14
H -2.073 -0.254 -3.277 -0.2835 0.1282 0.3661 0.10
H -1.479 0.902 -2.117 0.4446 0.5925 0.2026 0.06
H -3.194 0.370 -1.985 0.8366 0.0008 -0.4301 0.09
C 0.952 -7.827 -0.293 1.1819 -0.8598 -2.0972 -0.08
O 1.222 -6.394 -0.414 -1.2493 -0.4450 -0.5106 -0.21
C 1.439 -5.883 -1.633 1.8751 -0.5081 1.4108 -1.34
S 2.235 -6.658 -2.889 -0.7549 0.0092 -0.0708 0.68
S 1.573 -4.231 -1.816 -0.3161 -0.0127 -0.1769 0.82
H 0.113 -8.152 -0.986 1.1546 0.5381 0.8164 0.09
H 0.715 -8.087 0.709 -0.4908 0.5352 0.9204 0.07
H 1.922 -8.394 -0.489 -1.2599 0.7195 -0.2155 0.10
N -2.020 -6.670 -0.997 -0.0486 -0.2754 -0.1670 0.17
C -1.874 -5.546 -0.809 0.0010 0.0701 0.2302 -0.15
C -1.693 -4.157 -0.506 -0.2578 1.4536 0.0320 -0.25
C -1.485 -3.190 -1.743 0.0838 -0.3523 1.1793 -0.12
C -0.567 -1.942 -1.634 -0.0886 -1.1221 -2.1820 -0.25
C 0.202 -1.593 -0.378 -0.2299 0.7068 0.6883 -0.19
C -0.029 -2.488 0.895 -1.0039 -0.4496 -1.0875 -0.12
C -1.002 -3.791 0.825 1.0582 1.5543 0.9377 -0.09
H -1.428 -3.739 -2.636 -0.0034 -0.5567 -1.3566 0.12
H -0.242 -1.665 -2.637 1.1138 -0.4655 -0.0952 0.13
H 0.854 -2.620 1.483 0.4055 -0.2600 0.6637 0.10
H -0.626 -4.562 1.500 -0.2930 -0.2684 -0.3517 0.14
C 5.470 0.355 -0.126 1.1122 -1.1480 -1.4025 -0.17
P 4.466 -0.729 0.906 1.1052 -0.8509 -1.0832 0.52
C 4.750 -2.497 0.513 -0.4498 0.7977 -0.6815 -0.15
C 5.197 -0.579 2.457 2.8759 1.9236 1.4780 -0.21
O 3.060 -0.289 0.951 -1.2809 -0.0694 -0.0917 -0.39
H 6.431 -0.132 -0.473 -1.0253 0.2798 0.4681 0.08
H 5.768 1.200 0.469 -0.1414 0.5927 0.1385 0.05
H 4.937 0.670 -1.041 0.2393 -0.1978 0.6320 0.04
H 5.790 -2.841 0.546 -0.1608 0.4477 -0.2054 0.06
H 4.278 -2.672 -0.468 0.2418 -0.3392 0.4056 0.05
H 4.224 -3.031 1.292 -0.3986 -0.2767 0.0411 0.05
H 6.332 -0.758 2.336 -1.7224 -0.1550 0.3907 0.10
H 4.742 -1.184 3.233 0.0872 -0.0845 0.0606 0.06
H 5.164 0.523 2.726 -0.2637 -1.2590 -0.0226 0.08
```
Positions in Å, forces in eV/Å.

Its multiplicity is 5. The lowest unoccupied orbital energy (alpha / beta) comes out at 0.0084 / -0.0650 Ha. Its HOMO-LUMO gap (alpha / beta) is 6.782 / 4.882 eV. The value obtained for the largest force on an atom is 0.0732 hartree/bohr. As for the HOMO energy (alpha / beta): -6.554 / -6.652 eV.

=====

Record 3
Below is a cluster of 2 separate species, C6H12N2 in total at a distorted geometry, with properties calculated with ωB97M-V with the def2-TZVPD basis set.

The geometry in XYZ format:
```
20
Properties=species:S:1:pos:R:3:forces:R:3:lowdin_charge:R:1
C -1.697 -1.796 1.657 -1.7873 0.3232 -1.9141 -0.08
C -0.248 -1.797 1.300 1.3918 -2.0774 2.4249 -0.42
C 0.608 -2.724 1.934 -0.4266 0.7303 -1.9704 -0.04
N 1.840 -2.514 1.199 0.5992 -3.5665 1.6685 0.01
C 1.643 -1.565 0.318 -1.7530 2.3415 -1.1090 -0.24
N 0.415 -1.012 0.410 0.6818 -1.0123 -0.7341 0.08
H -1.893 -1.253 2.625 -0.2183 -0.8524 -1.0886 0.09
H -2.254 -2.805 1.470 1.4749 1.3216 1.3153 0.10
H -2.191 -1.302 0.777 0.2181 0.5181 1.0971 0.07
H 0.248 -3.524 2.655 1.4310 1.0677 -1.1447 0.13
H 2.632 -3.209 1.065 -1.5541 1.3646 0.7238 0.18
H 2.339 -1.273 -0.476 -0.0686 -0.1394 0.7231 0.12
C 0.510 3.427 -1.742 1.6465 -3.8296 -2.3637 -0.16
C -0.907 2.783 -1.958 1.9709 -1.3355 -0.4991 -0.15
H 1.286 3.012 -0.979 -1.6073 -0.1478 -1.5190 0.09
H 0.995 3.510 -2.817 -0.5078 -0.5547 2.2398 0.09
H 0.496 4.381 -1.464 -0.7685 4.1726 1.1792 -0.02
H -1.035 1.771 -1.569 1.0114 -0.5449 -0.4171 0.05
H -1.115 2.738 -3.046 -0.2989 0.2731 0.8407 0.07
H -1.673 3.151 -1.360 -1.4355 1.9478 0.5474 0.02
```
Positions in Å, forces in eV/Å.

As for the SMILES: Cc1c[nH]cn1.CC. The lowest unoccupied orbital energy comes out at 0.0331 Ha. Its HOMO-LUMO gap is 9.402 eV. The value obtained for the largest force on an atom is 0.0932 hartree/bohr. As for the HOMO energy: -8.501 eV.

=====

Table of relative energy (zero: lowest compared OMol25 entry of this formula, charge and spin) (eV), in record order: 1.497; 0.000; 2.029
Table of total energy (hartree), in record order: -840.0791; -4208.0972; -345.2533
Table of molecular weight (g/mol), in record order: 203.164; 688.745; 112.176